1.
The following is a DFT calculation (wB97M-V/def2-TZVPD) of 11 unconnected molecules or ions with the total composition C38H48Br14N4O8 in a non-equilibrium geometry.

XYZ file:
```
112
C38H48Br14N4O8, DFT wB97M-V/def2-TZVPD
H -4.832 0.320 2.661
H 7.281 1.504 -2.919
C 5.522 -3.109 2.935
C -0.359 -0.733 -0.143
Br -6.706 6.465 -0.699
N 1.965 -1.891 3.363
C -0.335 -5.369 -2.389
H -1.411 5.470 3.169
N 4.823 2.268 -3.626
H 3.498 6.637 -1.691
H 3.619 5.357 -2.951
H 1.607 -2.514 -6.757
H 2.349 3.819 -1.233
O 1.211 -6.038 -0.871
N 0.648 -5.076 -1.308
Br -2.712 -4.786 0.190
Br 0.801 5.327 -2.514
C 1.815 -3.084 -5.852
H 6.430 -3.195 3.513
H -3.657 4.493 0.653
O 0.765 -3.994 -0.722
O 0.911 -1.852 2.752
Br 5.143 4.889 -1.041
C 0.073 1.341 -1.179
C 4.346 -2.529 3.510
Br -1.385 6.562 0.277
H -2.864 -5.843 -5.376
C 0.111 0.008 -1.239
H 0.652 -0.509 -2.017
Br -7.266 0.527 3.375
C 6.899 -0.234 -1.752
C 3.121 -2.532 2.870
H -2.733 -3.752 -4.193
C -0.994 -0.101 0.920
Br 1.633 -1.910 -4.251
C 0.885 -4.240 -5.626
Br -4.290 4.737 5.282
H -1.392 -7.682 -4.695
H -0.203 8.121 2.002
C -1.257 -4.420 -2.729
O 5.683 2.826 -4.254
C -1.303 -5.357 2.628
H -4.503 6.874 0.269
C 4.628 -0.970 -1.676
Br -5.326 0.372 6.497
C -4.744 6.017 -0.359
C 3.543 5.565 -1.884
C 5.970 -1.123 -1.295
H 2.181 -3.047 1.018
C -1.240 -6.749 -4.173
Br -6.413 -0.518 0.083
O 3.681 2.524 -3.708
C -1.486 -4.241 1.574
H -3.395 2.678 6.501
H 4.239 -4.229 0.098
O -2.529 1.453 2.926
H 3.877 -1.658 -1.317
H 0.444 -7.263 -3.051
Br -0.368 -4.678 4.242
H -6.124 2.445 5.298
C -1.068 1.286 0.940
Br 0.769 -5.346 -7.236
H 1.181 -4.757 -4.713
C 5.183 1.030 -2.852
O -2.129 3.167 1.813
C -0.567 6.144 3.019
H -5.101 3.922 -0.172
H -0.710 -6.173 2.214
H -5.737 2.766 6.990
O 1.994 -1.391 4.486
C 3.103 -3.130 1.575
Br 1.043 5.302 2.231
H 0.437 1.826 -2.073
C -4.056 2.783 5.640
H -4.250 5.981 -1.330
Br -5.685 4.893 2.095
C -5.398 2.256 6.089
H 4.360 -2.072 4.489
H 2.845 -3.440 -5.851
H 7.958 -0.233 -1.541
C -5.812 1.217 0.930
H -2.282 -5.804 2.797
N -1.954 1.982 1.981
C -0.337 -6.530 -3.187
C -0.928 7.309 2.056
C -0.533 2.042 -0.099
H 2.031 5.379 -0.335
C 4.251 -3.680 1.028
C 5.477 -3.655 1.645
H -4.899 1.565 0.448
H -6.609 1.918 0.681
C 6.522 0.812 -2.584
H -0.227 6.575 3.961
H -1.910 7.724 2.283
C -4.692 4.742 0.417
H -1.399 -3.479 -2.219
H -0.191 -1.799 -0.082
H -0.525 3.120 -0.158
C 4.242 0.134 -2.388
H -1.441 -0.621 1.754
H -3.681 2.200 4.799
H -5.365 2.026 2.958
C -5.583 1.083 2.456
C -2.180 -5.776 -4.543
H 6.280 -1.950 -0.674
H -0.510 -4.044 1.131
H 6.321 -4.008 1.072
C -2.119 -4.580 -3.870
H -0.111 -3.835 -5.445
H -1.998 -3.381 2.006
H 3.169 0.225 -2.470
C 2.290 4.906 -1.282
```

Total energy: -38333.51244 Eh
Energy above the lowest of the compared OMol25 structures with the same formula, charge and spin: 30.48 kcal per mole
Net charge: 0
SMILES: O=[N+]([O-])c1ccccc1.O=[N+]([O-])c1ccccc1.O=[N+]([O-])c1ccccc1.O=[N+]([O-])c1ccccc1.BrCCBr.BrCCBr.BrCCBr.BrCCBr.BrCCBr.BrCCBr.BrCCBr
Maximum force: 0.084 Eh/bohr

***

2.
The following is a DFT calculation (wB97M-V/def2-TZVPD) of 2 unconnected molecules or ions with the total composition C3H5N3.

XYZ file:
```
11
C3H5N3, DFT wB97M-V/def2-TZVPD
N 1.133 1.837 1.772
C -0.920 0.480 0.185
H 1.275 -0.939 -0.454
C 1.467 0.993 1.028
N -0.605 -0.167 -0.878
C 0.312 -1.322 -0.805
H -0.588 0.382 -1.728
H -0.688 1.539 1.699
H 0.364 -1.764 -1.799
H -0.087 -2.050 -0.100
N -1.399 1.002 1.134
```

Total energy: -281.46361 Eh
Energy above the lowest of the compared OMol25 structures with the same formula, charge and spin: 79.34 kcal per mole
Net charge: 0
Maximum force: 0.019 Eh/bohr

***

no.,HOMO (eV)
1,-9.41
2,-9.28